Density functional theory data (ωB97M-V/def2-TZVPD) for a molecular structure, C36H89Cd2N5O20 at a distorted geometry.

LUMO energy = -5.79 eV
total energy = -3538.36754 hartree
charge = +2
orbital gap = 0.1879 Ha

Last column: Löwdin charge in e.
Atoms and positions in Å:
Cd (-4.54646, 1.01173, -0.47892)  1.48
Cd (2.79911, -2.94605, 1.27982)  1.47
C (-0.57812, -0.85024, -0.20355)  0.02
C (0.59980, -1.37403, 0.42789)  -0.29
C (1.01951, -0.85730, 1.89290)  -0.30
O (2.01198, -1.43928, 2.43378)  -0.16
C (0.22393, 0.16528, 2.46716)  0.03
C (-1.00167, 0.49820, 1.87754)  -0.31
C (-1.36892, 0.01669, 0.50904)  -0.34
O (-2.49165, 0.33537, -0.00228)  -0.14
O (-1.74586, 1.24885, 2.55003)  -0.01
O (1.27030, -2.33937, 0.00829)  -0.14
H (-0.93675, -1.25898, -1.13498)  0.12
H (0.55288, 0.51554, 3.43052)  0.09
O (-5.27112, -0.50209, 0.67269)  -0.13
H (-6.11433, -0.94517, 0.83226)  0.10
H (-4.72592, -0.67456, 1.48209)  0.03
O (3.32974, -4.53493, -0.09653)  -0.12
H (4.19044, -4.26450, -0.44936)  0.09
H (3.14572, -5.39715, -0.53344)  0.04
O (0.68460, -0.25728, 5.72115)  -0.07
H (1.57831, 0.12595, 5.57749)  0.01
H (0.46305, -0.70106, 4.89891)  0.00
O (-3.20283, 3.43889, 2.86200)  -0.08
H (-2.51136, 2.77675, 2.69291)  -0.03
H (-2.88596, 3.93632, 3.62315)  0.05
O (1.48049, -4.50054, 1.97642)  -0.12
H (0.79098, -4.56909, 2.64883)  0.09
H (1.69119, -5.43206, 1.74296)  0.02
O (-3.85094, -0.55206, 2.93551)  -0.04
H (-3.70463, -1.03653, 3.75492)  0.08
H (-3.18450, 0.16059, 2.94608)  0.03
C (-3.43122, 5.39711, -5.02455)  -0.06
O (-4.18579, 4.57052, -4.11094)  -0.20
C (-3.77999, 4.74338, -2.77228)  -0.24
C (-4.57092, 3.74562, -1.91804)  -0.16
N (-3.94196, 2.36747, -1.97724)  -0.12
C (-4.27583, 1.75191, -3.33258)  -0.14
C (-4.22559, 0.23231, -3.33100)  -0.17
O (-4.81993, -0.35171, -2.13524)  -0.33
C (-4.64896, -1.74864, -2.11030)  -0.10
H (-3.47445, 5.05993, -6.05792)  0.09
H (-2.35475, 5.32728, -4.84032)  0.09
H (-3.79659, 6.40993, -4.87380)  0.10
H (-4.10553, 5.72978, -2.42188)  0.14
H (-2.70046, 4.67398, -2.60244)  0.12
H (-5.61548, 3.78110, -2.22899)  0.13
H (-4.57387, 3.98254, -0.85293)  0.11
H (-2.97985, 2.61827, -2.20684)  0.11
H (-3.57930, 2.06029, -4.10664)  0.13
H (-5.29882, 2.03558, -3.57248)  0.13
H (-3.23380, -0.22488, -3.40777)  0.12
H (-4.73521, -0.15050, -4.21875)  0.14
H (-3.59760, -1.98138, -2.30442)  0.09
H (-5.28484, -2.33602, -2.77763)  0.11
H (-4.87978, -2.17894, -1.13724)  0.08
C (3.08234, 1.92049, 4.33983)  -0.11
O (2.95918, 1.29192, 5.59375)  -0.24
C (3.45627, 2.09588, 6.68993)  -0.16
C (3.51378, 1.16524, 7.89811)  -0.19
N (2.20835, 0.75193, 8.39111)  -0.06
C (2.26776, -0.20239, 9.47330)  -0.21
C (2.87970, 0.27918, 10.78108)  -0.19
O (4.30356, 0.31647, 10.68492)  -0.21
C (4.93893, -0.94469, 10.72594)  -0.12
H (4.14995, 1.98216, 4.07707)  0.09
H (2.84001, 2.98546, 4.27958)  0.09
H (2.62331, 1.32592, 3.55461)  0.06
H (2.70331, 2.87742, 6.82222)  0.13
H (4.44403, 2.49426, 6.45081)  0.13
H (4.01085, 1.76129, 8.66450)  0.12
H (4.07473, 0.25542, 7.64765)  0.13
H (1.55010, 0.54310, 7.66483)  0.07
H (2.76813, -1.11557, 9.11800)  0.11
H (1.20978, -0.43657, 9.62997)  0.12
H (2.63513, -0.37720, 11.62136)  0.12
H (2.54041, 1.28691, 11.01943)  0.13
H (4.58499, -1.59336, 11.53822)  0.09
H (5.99137, -0.77683, 10.93739)  0.09
H (4.76934, -1.57094, 9.84691)  0.07
C (-1.51688, -0.39424, -10.73255)  -0.12
O (-1.66483, 0.04830, -9.40520)  -0.21
C (-1.35911, 1.43855, -9.28786)  -0.21
C (-1.24347, 1.68439, -7.79933)  -0.22
N (-0.25928, 0.82546, -7.16313)  -0.06
C (-0.22594, 0.87429, -5.73063)  -0.23
C (0.75344, -0.14947, -5.15239)  -0.20
O (0.94304, 0.23845, -3.79816)  -0.20
C (1.51927, -0.77302, -2.99813)  -0.11
H (-2.12087, 0.20183, -11.42502)  0.09
H (-1.78566, -1.44461, -10.82127)  0.09
H (-0.49565, -0.30452, -11.12154)  0.09
H (-2.12553, 2.03708, -9.78766)  0.13
H (-0.42424, 1.63474, -9.82167)  0.13
H (-2.20898, 1.56836, -7.28109)  0.11
H (-0.92132, 2.71369, -7.60183)  0.12
H (-0.57988, -0.09262, -7.46927)  0.11
H (-1.21123, 0.75459, -5.25146)  0.10
H (0.09147, 1.85521, -5.36358)  0.13
H (1.71811, -0.12788, -5.66390)  0.13
H (0.32979, -1.15485, -5.25485)  0.11
H (1.58403, -0.41779, -1.97431)  0.06
H (2.51911, -0.98553, -3.39673)  0.10
H (1.02170, -1.74729, -3.04182)  0.06
C (0.06376, 6.42601, 1.21016)  -0.10
O (-0.87759, 6.30371, 0.15999)  -0.15
C (-1.65162, 5.13517, 0.25626)  -0.20
C (-0.84802, 3.80838, 0.24149)  -0.21
N (-0.01858, 3.66837, -0.95295)  -0.04
C (1.07031, 2.68387, -0.89231)  -0.18
C (2.17212, 3.07808, 0.10395)  -0.25
O (2.51529, 4.42534, 0.00295)  -0.18
C (3.33610, 4.81712, 1.08408)  -0.11
H (0.72135, 7.29035, 1.09643)  0.10
H (0.75541, 5.58600, 1.24674)  0.05
H (-0.29319, 6.60666, 2.22994)  0.10
H (-2.32080, 5.14481, -0.60586)  0.09
H (-2.30615, 5.14150, 1.13233)  0.11
H (-1.57910, 2.99587, 0.29030)  0.09
H (-0.24028, 3.67740, 1.14459)  0.11
H (0.44436, 4.57234, -1.02317)  0.10
H (1.61074, 2.63253, -1.84323)  0.12
H (0.65512, 1.68019, -0.79014)  0.10
H (3.02773, 2.45383, -0.18647)  0.13
H (1.79404, 2.79549, 1.09515)  0.11
H (4.18807, 4.13633, 1.22472)  0.09
H (2.82305, 4.81582, 2.04765)  0.08
H (3.88817, 5.73155, 0.87478)  0.10
C (0.92041, -8.12039, 2.16708)  -0.07
O (1.89409, -7.21095, 1.68522)  -0.24
C (2.80376, -7.71018, 0.68902)  -0.16
C (2.20106, -7.93476, -0.68096)  -0.20
N (2.06958, -6.73431, -1.50917)  -0.06
C (0.85981, -5.98271, -1.11089)  -0.18
C (0.60542, -4.79210, -2.06356)  -0.23
O (0.14713, -5.24408, -3.31425)  -0.18
C (0.05392, -4.26761, -4.31778)  -0.12
H (0.08091, -7.65320, 2.68365)  0.10
H (1.36581, -8.68325, 2.99432)  0.10
H (0.54775, -8.80224, 1.40402)  0.09
H (3.27879, -8.62149, 1.04884)  0.14
H (3.57054, -6.95712, 0.50454)  0.11
H (1.22921, -8.44228, -0.62309)  0.12
H (2.83421, -8.61250, -1.25767)  0.14
H (1.90040, -6.99727, -2.47287)  0.13
H (0.82516, -5.66388, -0.07506)  0.09
H (0.00421, -6.65521, -1.25188)  0.13
H (1.50327, -4.17280, -2.17464)  0.11
H (-0.12901, -4.11008, -1.61891)  0.12
H (1.03776, -3.92727, -4.65321)  0.09
H (-0.64478, -3.44568, -4.13595)  0.08
H (-0.35250, -4.77668, -5.19435)  0.10